Formula: C15H30N5O9P
Source: the OMol25 dataset
Level of theory: ωB97M-V with the def2-TZVPD basis set

The calculation puts the total energy at -51213.503 eV. The value obtained for the orbital gap is 9.39 eV. As for the structure (SMILES): N[C@@H](CCCNC(=O)CP(=O)(O)O)C(=O)O.CNC(=O)[C@H](CCC(N)=O)NC(C)=O. The LUMO energy is 0.36 eV.

CARTESIAN COORDINATES (ANGSTROEM)
O 0.239 -7.070 2.262
H 2.002 -1.523 4.362
H 3.275 0.874 -0.296
C -1.845 -5.712 0.943
O -1.353 -8.917 3.054
H 2.386 3.092 -3.435
C 1.517 1.706 -2.059
C 1.907 3.144 -2.457
H -2.877 -7.530 0.560
H -1.295 -3.226 0.196
C 0.973 4.883 -5.486
C -1.166 -0.982 1.819
H 0.592 1.408 -2.549
H 2.657 3.513 -1.756
N 0.168 4.398 -1.230
H -2.145 -2.475 3.040
H 2.419 5.983 -0.957
H 1.096 7.010 -1.585
H -2.101 -0.538 1.460
C -0.647 -0.142 3.000
H 0.797 5.011 -6.556
H -0.513 -2.933 2.522
H -2.911 -2.680 0.633
H 1.029 5.871 -5.025
H -0.446 -0.937 0.995
C 1.461 6.444 -0.731
O 1.741 0.124 2.823
H -3.035 -6.947 2.237
H -1.249 -0.362 3.888
C -1.440 -2.445 2.203
O 1.039 -1.471 4.268
C 0.756 4.169 -2.557
C -0.295 3.765 -3.617
O -0.093 5.422 0.728
N -0.887 1.274 2.626
P -0.982 -7.980 1.842
H 1.193 5.105 -2.897
O -0.529 -8.865 0.760
H 1.578 7.115 0.120
H -0.483 3.698 -0.893
N -0.121 4.109 -4.898
O 0.321 1.732 0.028
H -3.218 -4.655 2.034
C 0.451 5.372 -0.364
H 0.387 -6.599 1.417
H -0.468 1.916 3.298
H -0.571 -9.483 3.064
C 1.369 1.513 -0.552
O -1.282 3.108 -3.324
N -2.414 -4.554 1.424
O -0.889 -5.664 0.190
H 2.298 1.032 -2.409
H -0.519 1.472 1.682
C -2.368 -7.034 1.384
H -0.861 3.797 -5.511
H 2.231 0.916 1.128
C -2.027 -3.205 1.012
H 1.921 4.362 -5.352
N 2.401 1.085 0.140
C 0.826 -0.496 3.352

Atomic partial charges in e from the Mulliken method, atoms 1 to 6: O -0.49; H 0.35; H 0.17; C 0.40; O -0.54; H 0.30

---

Formula: C38H34BaN4O2PS2Se2
Source: the OMol25 dataset
Level of theory: ωB97M-V with the def2-TZVPD basis set

The calculation puts the total energy at -212358.763 eV. The calculation puts the energy above the lowest of the compared OMol25 structures with the same formula, charge and spin at 1.2088 eV. The value obtained for the orbital gap is 6.80 eV. The LUMO energy is -3.35 eV. Its total charge is +1.

CARTESIAN COORDINATES (ANGSTROEM)
H -3.742 -1.366 -4.350
H 1.507 2.796 -5.708
C 0.269 -0.356 -5.800
H 5.086 -5.184 -3.428
C 2.630 -3.337 -2.000
C 3.062 -4.211 2.680
S -3.219 -0.784 1.734
N -1.222 2.613 -0.346
C 0.547 0.945 -6.207
H -2.353 4.127 5.116
H 3.116 -5.263 2.433
C 4.486 -4.318 -3.178
C -2.265 3.643 3.025
H -3.697 0.536 4.939
N 1.816 0.708 3.009
C 4.059 -3.624 3.453
N -0.466 2.222 2.353
C -4.895 0.728 3.137
C 0.719 -0.810 -4.572
C -1.832 3.576 4.343
O -3.112 3.606 0.386
O 1.457 1.145 5.181
H -2.820 0.594 -5.541
H 2.347 1.972 -3.524
C 3.404 -4.448 -2.322
H 4.896 -4.216 3.801
H 3.400 0.708 5.732
H -3.125 4.229 2.735
H 1.073 -1.522 2.217
H -4.690 1.755 2.821
C 1.748 1.331 -4.157
C -0.726 2.808 4.657
C 2.949 -2.097 -2.538
H -4.163 3.195 -1.344
C -2.364 1.671 -3.744
H 5.648 -2.975 -4.389
H 3.842 0.408 3.409
P 2.012 -0.597 -2.135
C -3.231 3.675 -1.064
C -0.082 2.137 3.628
C -4.933 -0.209 1.933
H 0.196 1.297 -7.169
Ba 1.001 1.195 0.612
H -1.945 2.522 -4.270
C -2.811 -0.426 3.396
C 2.001 -3.443 2.230
C 1.115 1.283 3.904
H 4.784 -1.819 4.350
H 3.156 -5.416 -1.903
Se 3.388 0.791 -1.189
H -0.365 2.705 5.670
H 1.220 -3.887 1.625
H 0.498 -1.821 -4.252
H -0.302 -1.017 -6.440
H -2.922 0.542 -0.608
N -3.814 0.236 3.984
C 2.590 0.222 5.196
H -3.767 -1.399 -1.873
C 2.922 -1.502 3.318
C 3.991 -2.276 3.765
Se 0.222 -1.127 -1.018
H -3.253 4.724 -1.348
C -2.403 1.666 -2.358
C 1.281 1.787 -5.387
S -1.367 -0.848 4.078
C -2.916 0.561 -1.691
C 2.889 -0.038 3.698
C -2.852 0.583 -4.460
H 2.280 -0.678 5.719
C 4.042 -1.967 -3.396
H -5.837 0.713 3.682
H 4.295 -0.996 -3.807
H -5.573 -1.071 2.108
H -1.374 3.530 -2.225
C -3.392 -0.529 -2.401
C 1.927 -2.093 2.555
C 4.804 -3.076 -3.718
H 1.781 -3.431 -1.337
C -1.994 2.901 -1.589
C 1.470 0.033 -3.750
H -5.252 0.301 1.027
C -3.367 -0.517 -3.791
C -1.551 2.949 2.064
C -1.935 3.020 0.625

Atomic partial charges in e from the Mulliken method, atoms 1 to 6: H 0.41; H 0.42; C -0.71; H 0.39; C -0.19; C -0.56

---

Formula: C6H42N2O13
Source: the OMol25 dataset
Level of theory: ωB97M-V with the def2-TZVPD basis set

The calculation puts the total energy at -36497.228 eV. The calculation puts the energy above the lowest of the compared OMol25 structures with the same formula, charge and spin at 6.5656 eV. The value obtained for the orbital gap is 9.71 eV. The LUMO energy is -0.12 eV.

CARTESIAN COORDINATES (ANGSTROEM)
H -2.842 3.088 -0.181
H -1.959 1.605 -3.399
H 0.521 -3.631 -2.984
O 2.634 1.345 -3.255
O 1.424 -4.739 0.798
C 3.490 -1.274 0.109
H 2.632 -0.351 2.025
H 1.329 1.906 -0.433
O -3.738 1.172 -0.616
H 1.767 -1.718 1.180
C -2.090 0.284 2.101
O -2.779 1.310 -3.063
H -3.313 -1.478 2.244
H 0.365 0.816 1.952
O 2.637 -1.889 3.656
H -0.385 -2.453 1.811
H 1.599 -3.022 -2.057
H 0.885 0.666 -4.669
H -2.052 1.272 1.906
H -2.125 4.566 -0.490
H -3.045 0.301 -3.287
H 3.943 -0.382 -0.455
O -0.379 1.453 -1.627
O -2.011 3.596 -0.044
H -0.061 0.968 -3.456
H 1.308 -4.333 0.022
H 0.289 -2.761 3.096
H -4.278 -0.092 2.590
H 0.320 1.308 3.520
N 2.047 1.316 -0.198
H -3.827 -0.436 0.882
C 1.380 0.077 0.226
O 0.963 -2.788 -2.771
C 0.072 0.528 1.020
H 0.593 3.514 1.119
H -3.531 1.310 -1.551
H -1.890 0.031 3.159
H -1.321 1.396 -1.364
H -1.489 -1.925 -3.098
O -0.032 -3.201 2.317
H -3.497 0.155 -0.533
C -3.462 -0.427 1.988
H 0.915 -4.210 1.427
C 2.453 -0.798 0.977
H 3.177 -1.956 2.862
O 0.552 1.280 4.476
H 2.696 1.792 0.582
O 0.144 3.367 1.892
O -1.701 -1.036 -3.129
H -0.152 1.435 0.313
H -1.117 -0.727 -3.817
H 1.079 -0.466 -0.670
H 4.066 -2.175 0.485
H 1.455 1.154 4.418
O -0.038 0.797 -4.341
H 2.572 1.247 -2.361
H 1.855 -1.190 3.569
H -0.751 3.178 1.467
H -1.511 -0.616 0.238
H -0.142 0.511 -1.545
H 3.174 -1.665 -0.833
H 3.487 1.606 -3.415
N -1.075 -0.446 1.179

Atomic partial charges in e from the Mulliken method, atoms 1 to 6: H 0.31; H 0.26; H 0.32; O -0.57; O -0.64; C -1.41

---

Formula: C22H25N2O
Source: the OMol25 dataset
Level of theory: ωB97M-V with the def2-TZVPD basis set

The calculation puts the total energy at -28240.535 eV. The calculation puts the energy above the lowest of the compared OMol25 structures with the same formula, charge and spin at 0.0000 eV. The value obtained for the orbital gap is 6.65 eV. The LUMO energy is -4.57 eV. Its total charge is +1.

CARTESIAN COORDINATES (ANGSTROEM)
C -1.098 0.213 4.763
C 2.594 -1.072 -1.252
C -3.650 0.071 3.483
H 0.641 -3.515 1.810
C -1.683 -2.910 2.919
H -3.710 -2.878 0.967
H 1.630 -8.018 1.066
H 2.695 -6.531 5.190
C -0.787 -2.175 3.749
H 3.121 -8.927 1.490
C 1.575 -5.415 2.149
C -3.281 1.199 4.238
C 2.239 -5.851 4.473
C 1.049 -4.202 2.552
H 1.538 -5.716 1.098
H 2.665 1.922 1.440
C 2.658 -7.942 1.450
H 3.246 -7.270 0.807
C 0.422 -2.581 4.296
H -1.767 2.157 5.440
H 3.477 -1.461 -1.756
C 2.061 -2.080 -0.235
H 1.809 -4.296 5.883
H 2.485 1.109 -0.890
C 2.162 -6.271 3.119
C 1.072 -3.788 3.906
C 1.743 -4.624 4.845
C -2.711 -0.946 3.379
H 1.231 1.262 2.261
H 3.988 0.343 -0.327
C -3.979 -2.662 2.009
H -3.986 2.024 4.343
N 1.824 -1.291 1.079
H 2.787 -2.891 -0.064
H -4.762 -1.899 2.036
H -4.351 -3.588 2.467
N -2.819 -2.186 2.731
H 1.115 -2.530 -0.564
C 2.251 1.032 1.924
H 1.813 -0.870 -1.989
C -2.023 1.270 4.863
O 2.674 -7.498 2.827
H -4.621 -0.030 2.999
C 2.904 0.203 -0.441
H 0.817 -2.004 5.136
H 2.862 0.801 2.806
H -1.576 -3.912 2.507
H -0.119 0.241 5.247
C -1.454 -0.901 4.018
C 2.261 -0.100 0.942

Atomic partial charges in e from the Mulliken method, atoms 1 to 6: C -0.22; C -0.67; C -0.93; H 0.48; C -0.59; H 0.33

---

Formula: C5H7NO2
Source: the OMol25 dataset
Level of theory: ωB97M-V with the def2-TZVPD basis set

The calculation puts the total energy at -10881.094 eV. The calculation puts the energy above the lowest of the compared OMol25 structures with the same formula, charge and spin at 2.5234 eV. The value obtained for the orbital gap is 9.86 eV. As for the structure (SMILES): COCC=C=O.C#N. The LUMO energy is 0.83 eV.

CARTESIAN COORDINATES (ANGSTROEM)
H -0.129 -0.764 -2.233
O 1.378 -0.617 -0.933
N -1.184 1.970 1.182
C -1.098 2.896 0.525
H 1.462 0.889 0.493
O -1.990 -1.098 1.667
C -0.776 -1.641 -0.392
H -1.027 3.761 -0.089
H 1.290 -0.770 1.139
C -1.399 -1.368 0.709
C -0.012 -0.585 -1.163
H -0.699 -2.659 -0.737
H 2.843 -0.255 0.396
H -0.412 0.406 -0.910
C 1.753 -0.166 0.345

Atomic partial charges in e from the Mulliken method, atoms 1 to 6: H 0.28; O -0.37; N -0.31; C 0.05; H 0.21; O -0.36